DFT (the ωB97M-V functional and the def2-TZVPD basis) results for a 13-piece molecular cluster, C36H103N5O13 overall in a non-equilibrium geometry.

Cartesian coordinates (Å):
C (-0.470, 1.082, -0.880)
C (-0.787, -0.424, -0.817)
O (-1.061, -0.654, 0.549)
H (0.159, 1.301, -1.743)
H (0.161, 1.509, -0.100)
H (-1.380, 1.681, -0.916)
H (0.042, -1.028, -1.187)
H (-1.665, -0.653, -1.421)
H (-1.308, -1.576, 0.447)
C (3.136, 3.132, -2.687)
C (3.438, 1.767, -2.141)
O (4.521, 1.946, -1.225)
H (4.027, 3.556, -3.150)
H (2.736, 3.800, -1.923)
H (2.347, 3.049, -3.435)
H (3.693, 0.991, -2.862)
H (2.661, 1.376, -1.484)
H (5.243, 2.319, -1.737)
C (-4.987, 2.891, 2.419)
C (-3.940, 2.075, 1.647)
O (-2.815, 1.387, 2.250)
H (-4.582, 3.808, 2.847)
H (-5.481, 2.312, 3.200)
H (-5.779, 3.174, 1.726)
H (-3.478, 2.761, 0.937)
H (-4.387, 1.366, 0.950)
H (-2.414, 0.826, 1.582)
C (-4.635, -2.409, 2.256)
C (-4.624, -3.339, 1.060)
O (-3.280, -3.394, 0.644)
H (-3.903, -2.722, 3.000)
H (-5.588, -2.430, 2.785)
H (-4.339, -1.385, 2.029)
H (-5.231, -2.991, 0.225)
H (-5.032, -4.341, 1.197)
H (-2.923, -4.273, 0.794)
C (1.290, -5.552, -0.693)
C (1.631, -4.306, 0.140)
O (1.668, -3.306, -0.742)
H (1.825, -5.567, -1.642)
H (0.232, -5.631, -0.940)
H (1.822, -6.391, -0.244)
H (2.611, -4.351, 0.616)
H (0.906, -4.142, 0.938)
H (2.179, -2.564, -0.409)
C (2.561, 3.211, 2.093)
C (4.028, 3.284, 1.824)
O (4.453, 1.948, 1.533)
H (2.128, 4.118, 2.516)
H (2.500, 2.425, 2.845)
H (1.965, 2.959, 1.216)
H (4.548, 3.785, 2.641)
H (4.125, 3.975, 0.986)
H (4.276, 1.835, 0.596)
C (0.066, 0.130, -4.747)
C (0.866, 1.208, -5.479)
O (0.078, 2.420, -5.502)
H (-0.819, -0.002, -5.370)
H (-0.158, 0.449, -3.728)
H (0.510, -0.843, -4.538)
H (1.073, 0.986, -6.526)
H (1.868, 1.264, -5.054)
H (0.545, 3.090, -6.007)
C (-0.844, 6.721, -4.182)
C (-0.257, 5.305, -3.916)
O (-1.136, 4.512, -3.123)
H (-1.300, 7.085, -3.262)
H (-1.666, 6.589, -4.886)
H (-0.169, 7.497, -4.542)
H (0.726, 5.408, -3.458)
H (-0.017, 4.747, -4.821)
H (-0.867, 3.595, -3.213)
C (1.351, -3.428, -5.765)
C (1.935, -3.275, -4.359)
C (3.032, -2.219, -4.185)
O (4.230, -2.681, -4.802)
C (5.384, -1.869, -4.595)
N (0.858, -3.108, -3.403)
H (0.638, -4.253, -5.739)
H (2.230, -3.574, -6.393)
H (0.937, -2.477, -6.099)
H (2.396, -4.237, -4.135)
H (3.235, -2.149, -3.117)
H (2.539, -1.308, -4.522)
H (5.184, -0.838, -4.890)
H (6.139, -2.314, -5.243)
H (5.635, -1.755, -3.541)
H (1.224, -3.215, -2.468)
H (0.261, -3.921, -3.458)
C (-4.191, -0.141, -1.519)
C (-4.266, 0.851, -2.647)
C (-4.215, 2.338, -2.219)
O (-5.378, 2.679, -1.427)
C (-5.427, 4.055, -0.976)
N (-3.126, 0.611, -3.582)
H (-4.121, -1.172, -1.866)
H (-5.128, -0.164, -0.963)
H (-3.462, 0.013, -0.723)
H (-5.195, 0.769, -3.211)
H (-4.210, 2.844, -3.184)
H (-3.286, 2.538, -1.684)
H (-5.408, 4.638, -1.896)
H (-4.519, 4.330, -0.440)
H (-6.239, 4.400, -0.335)
H (-2.694, -0.261, -3.310)
H (-3.276, 0.612, -4.580)
C (-0.096, -7.974, 6.052)
C (-0.086, -7.361, 4.611)
C (-0.677, -5.968, 4.575)
O (-1.018, -5.461, 3.310)
C (-0.763, -4.112, 3.117)
N (1.251, -7.541, 4.067)
H (-0.200, -9.015, 5.748)
H (-0.959, -7.731, 6.672)
H (0.799, -7.798, 6.649)
H (-0.732, -7.893, 3.913)
H (0.069, -5.402, 5.134)
H (-1.592, -5.985, 5.166)
H (-1.129, -3.457, 3.907)
H (-1.241, -3.760, 2.203)
H (0.310, -3.928, 3.164)
H (1.785, -7.154, 4.832)
H (1.418, -6.908, 3.298)
C (4.675, -2.046, 5.826)
C (3.298, -1.465, 5.509)
C (3.195, -0.967, 4.094)
O (1.866, -0.433, 4.057)
C (1.349, -0.419, 2.717)
N (2.404, -2.556, 5.738)
H (4.557, -2.711, 6.682)
H (5.331, -1.183, 5.939)
H (5.128, -2.614, 5.014)
H (3.138, -0.599, 6.151)
H (3.351, -1.808, 3.418)
H (3.999, -0.244, 3.960)
H (0.799, -1.357, 2.643)
H (2.090, -0.296, 1.928)
H (0.705, 0.455, 2.614)
H (1.547, -2.144, 5.399)
H (2.321, -2.617, 6.743)
C (-0.316, 6.375, -0.252)
C (0.202, 5.034, 0.384)
C (-0.802, 4.556, 1.506)
O (-0.837, 5.314, 2.732)
C (-1.698, 4.903, 3.748)
N (0.315, 4.080, -0.614)
H (0.484, 6.676, -0.929)
H (-0.241, 7.270, 0.365)
H (-1.259, 6.271, -0.789)
H (1.170, 5.154, 0.869)
H (-0.586, 3.518, 1.758)
H (-1.827, 4.586, 1.135)
H (-1.538, 5.681, 4.495)
H (-1.423, 3.988, 4.272)
H (-2.707, 4.889, 3.336)
H (-0.500, 4.281, -1.175)
H (0.285, 3.175, -0.168)

The value obtained for the frontier orbital gap (spin up / spin down) is 7.67 / 1.40 eV. The calculation puts the highest occupied orbital energy (spin up / spin down) at -10.37 / -10.37 eV. Its spin multiplicity is 2. The calculation puts the energy above the lowest of the compared OMol25 structures with the same formula, charge and spin at 2.474 eV. The expectation value of S² is 0.756. The charge is +1.

Löwdin atomic charge list, values in e, 99 entries: -0.0608, -0.2792, -0.0823, 0.0581, 0.0516, 0.0661, 0.0990, 0.0799, 0.0639, -0.0714, -0.2844, -0.1005, 0.0841, 0.0663, 0.0584, 0.1013, 0.1039, 0.0962, -0.0517, -0.2876, -0.0966, 0.0551, 0.0728, 0.0626, 0.0736, 0.0860, 0.0269, -0.0644, -0.3037, -0.0998, 0.0607, 0.0788, 0.0704, 0.1074, 0.1139, 0.0704, -0.0518, -0.3480, -0.0873, 0.0742, 0.0800, 0.0696, 0.1214, 0.0814, 0.1131, -0.0925, -0.3067, -0.0871, 0.0791, 0.0730, 0.0562, 0.1153, 0.1067, 0.0215, -0.0724, -0.2902, -0.0860, 0.0774, 0.0484, 0.0284, 0.1094, 0.0861, 0.0741, -0.0598, -0.3020, -0.1012, 0.0599, 0.0695, 0.0734, 0.0942, 0.0803, 0.0652, -0.0398, -0.4562, -0.1896, -0.1794, -0.0923, 0.0451, 0.0812, 0.0811, 0.0673, 0.1264, 0.1159, 0.1058, 0.0772, 0.0947, 0.0811, 0.0103, 0.0722, -0.0737, -0.3881, -0.1793, -0.1968, -0.0908, 0.0553, 0.0836, 0.0818, 0.0567, 0.1377

DFT (the ωB97M-V functional and the def2-TZVPD basis) results for a 3-piece molecular cluster, C22H27N3O7 overall in a non-equilibrium geometry.

Cartesian coordinates (Å):
C (-0.744, 2.739, -1.195)
C (-0.388, 1.329, -0.616)
C (0.807, 1.548, 0.274)
N (1.581, 1.808, 1.096)
C (-1.607, 0.823, 0.231)
C (-1.157, -0.112, 1.298)
N (-0.859, -0.834, 2.156)
C (-2.752, 0.314, -0.687)
C (-3.113, -1.181, -0.577)
C (-2.302, -2.035, -1.574)
O (-2.307, -1.739, -2.740)
N (-1.571, -3.224, -1.137)
C (-0.198, -3.078, -1.610)
C (0.236, -3.574, -2.831)
C (1.571, -3.334, -3.179)
C (2.423, -2.630, -2.345)
C (1.989, -2.152, -1.107)
C (0.662, -2.391, -0.757)
H (-1.824, 2.844, -1.375)
H (-0.459, 3.527, -0.481)
H (-0.178, 2.942, -2.117)
H (-0.120, 0.627, -1.418)
H (-1.973, 1.727, 0.749)
H (-3.643, 0.945, -0.570)
H (-2.420, 0.473, -1.730)
H (-3.117, -1.598, 0.438)
H (-4.154, -1.272, -0.939)
H (-1.977, -4.034, -1.601)
H (-0.432, -4.127, -3.493)
H (1.936, -3.723, -4.131)
H (3.462, -2.431, -2.610)
H (2.613, -1.586, -0.418)
H (0.288, -2.034, 0.204)
C (3.340, 3.330, -4.450)
C (3.041, 1.893, -4.093)
C (2.841, 1.660, -2.619)
O (3.262, 0.302, -2.461)
C (4.172, 0.059, -3.444)
O (4.881, -0.891, -3.485)
O (4.165, 1.051, -4.372)
H (3.431, 3.442, -5.531)
H (2.551, 3.996, -4.097)
H (4.292, 3.646, -4.020)
H (2.189, 1.528, -4.674)
H (1.805, 1.780, -2.313)
H (3.472, 2.295, -1.991)
C (-0.660, 0.019, 5.147)
C (-1.329, 0.283, 6.475)
C (-2.246, -0.823, 6.926)
O (-3.209, -0.118, 7.716)
C (-3.265, 1.153, 7.233)
O (-4.106, 1.941, 7.514)
O (-2.233, 1.395, 6.384)
H (0.022, 0.833, 4.897)
H (-0.094, -0.913, 5.167)
H (-1.394, -0.030, 4.347)
H (-0.580, 0.516, 7.238)
H (-1.734, -1.577, 7.521)
H (-2.767, -1.314, 6.100)

The value obtained for the frontier orbital gap is 9.09 eV. The calculation puts the highest occupied orbital energy at -8.92 eV. The SMILES is C[C@@H](C#N)[C@H](C#N)CCC(=O)Nc1ccccc1.C[C@@H]1COC(=O)O1.C[C@@H]1COC(=O)O1. Its spin multiplicity is 1. The calculation puts the energy above the lowest of the compared OMol25 structures with the same formula, charge and spin at 3.160 eV.

From a Löwdin analysis of the wavefunction, the atomic charges in e read: -0.0429, -0.2980, -0.2113, 0.1821, -0.2436, -0.1696, 0.2041, -0.1344, -0.0895, -0.3994, 0.1106, 0.0817, -0.2765, -0.0278, -0.0723, -0.0918, -0.0672, -0.0376, 0.0863, 0.0944, 0.0750, 0.1369, 0.1539, 0.1224, 0.1140, 0.1111, 0.1288, 0.1230, 0.1152, 0.1077, 0.0891, 0.1117, 0.0850, -0.0198, -0.3304, -0.0952, 0.0470, -0.5456, 0.1623, 0.0938, 0.0875, 0.0886, 0.0942, 0.1614, 0.1024, 0.1480, -0.0433, -0.3351, -0.1020, 0.0610, -0.5598, 0.1647, 0.0836, 0.0886, 0.0914, 0.0495, 0.1577, 0.1384, 0.1403

DFT (the ωB97M-V functional and the def2-TZVPD basis) results for a 11-piece molecular cluster, H22O11 overall in a non-equilibrium geometry.

Cartesian coordinates (Å):
O (-2.281, -1.730, 0.725)
H (-2.581, -1.430, 1.620)
H (-1.809, -0.928, 0.607)
O (3.912, -0.131, -1.578)
H (3.106, 0.177, -1.891)
H (3.784, -0.870, -1.052)
O (-2.347, 1.268, 1.444)
H (-2.942, 1.719, 2.009)
H (-1.681, 1.737, 0.959)
O (-2.790, 0.199, -2.495)
H (-3.304, 1.153, -2.196)
H (-2.179, -0.173, -1.950)
O (-0.538, -0.024, 3.973)
H (-0.215, -0.015, 3.081)
H (0.211, -0.285, 4.544)
O (-0.218, 0.044, -0.755)
H (0.523, -0.588, -0.988)
H (0.002, 0.324, 0.117)
O (1.151, -2.007, -1.500)
H (0.803, -2.330, -2.462)
H (2.107, -2.329, -1.413)
O (0.252, -3.014, 0.921)
H (-0.588, -2.710, 0.910)
H (0.590, -2.830, 0.120)
O (1.414, 0.996, -2.730)
H (1.797, 1.885, -2.348)
H (0.672, 0.581, -2.116)
O (-0.625, 3.007, 0.105)
H (-1.169, 3.272, -0.654)
H (0.244, 3.189, -0.355)
O (1.140, 0.501, 1.729)
H (1.675, 1.335, 1.673)
H (1.892, 0.019, 1.934)

The value obtained for the frontier orbital gap is 10.36 eV. The calculation puts the highest occupied orbital energy at -10.83 eV. The SMILES is O.O.O.O.O.O.O.O.O.O.O. Its spin multiplicity is 1. The calculation puts the energy above the lowest of the compared OMol25 structures with the same formula, charge and spin at 4.011 eV.

From a Löwdin analysis of the wavefunction, the atomic charges in e read: -0.0481, 0.0780, -0.0362, 0.0045, -0.0547, -0.0190, -0.0186, 0.0344, -0.0287, -0.1073, 0.1660, -0.0879, -0.0682, -0.0357, 0.0463, -0.0802, 0.0136, -0.0118, -0.1076, 0.1889, 0.1114, 0.0268, -0.0650, -0.0826, -0.1562, 0.0951, 0.0390, -0.0627, 0.0665, 0.0823, -0.0153, 0.1065, 0.0264